Entry from the OMol25 dataset: a 4-piece molecular cluster, C35H79FSi overall (ωB97M-V with the def2-TZVPD basis set).

The multiplicity is 1. Its charge is 0. The SMILES is CCCCCCCCCCCCC[Si@@H](F)[C@H](C)CC.CCCCCC.CCCCCC.CCCCCC. As for the electronic energy: -48175.0945 eV. For the LUMO energy, the calculation gives 0.82 eV. Its HOMO-LUMO gap is 0.3968 hartree.

Bonds (Å) are listed after each position.
Atoms and positions in Å:
1 C 1.18 -6.02 0.83  C2 1.525, H20 1.093, H21 1.092, H22 1.095
2 C 2.60 -6.50 0.56  C1 1.525, C3 1.537, H23 1.093, H24 1.095
3 C 3.58 -5.35 0.31  C2 1.537, C4 1.532, H25 1.093, H26 1.098
4 C 3.82 -5.06 -1.17  C3 1.532, C5 1.524, H27 1.096, H28 1.096
5 C 4.23 -3.62 -1.45  C4 1.524, C6 1.526, H29 1.096, H30 1.097
6 C 5.48 -3.15 -0.71  C5 1.526, C7 1.533, H31 1.097, H32 1.092
7 C 5.83 -1.70 -1.03  C6 1.533, C8 1.539, H33 1.094, H34 1.094
8 C 6.65 -0.94 0.03  C7 1.539, C9 1.534, H35 1.096, H36 1.097
9 C 6.20 -1.01 1.50  C8 1.534, C10 1.530, H37 1.094, H38 1.094
10 C 5.00 -0.16 1.91  C9 1.530, C11 1.534, H39 1.097, H40 1.093
11 C 3.71 -0.43 1.13  C10 1.534, C12 1.527, H41 1.097, H42 1.097
12 C 3.37 0.64 0.09  C11 1.527, C13 1.533, H43 1.094, H44 1.097
13 C 2.24 0.19 -0.86  C12 1.533, Si14 1.863, H45 1.097, H46 1.095
14 Si 0.62 -0.08 0.02  C13 1.863, F15 1.622, C16 1.863, H47 1.486
15 F -0.58 0.40 -0.95  Si14 1.622
16 C 0.28 -1.86 0.44  Si14 1.863, C17 1.549, C18 1.537, H48 1.099
17 C 0.09 -2.68 -0.86  C16 1.549, H49 1.094, H50 1.092, H51 1.091
18 C -0.94 -1.98 1.37  C16 1.537, C19 1.540, H52 1.094, H53 1.096
19 C -1.23 -3.42 1.84  C18 1.540, H54 1.093, H55 1.091, H56 1.091
20 H 1.14 -5.45 1.76  C1 1.093
21 H 0.47 -6.84 0.90  C1 1.092
22 H 0.83 -5.36 0.03  C1 1.095
23 H 2.94 -7.12 1.39  C2 1.093
24 H 2.59 -7.15 -0.32  C2 1.095
25 H 4.53 -5.55 0.82  C3 1.093
26 H 3.18 -4.44 0.78  C3 1.098
27 H 2.90 -5.27 -1.72  C4 1.096
28 H 4.58 -5.74 -1.57  C4 1.096
29 H 4.39 -3.48 -2.53  C5 1.096
30 H 3.39 -2.96 -1.18  C5 1.097
31 H 6.31 -3.81 -0.99  C6 1.097
32 H 5.34 -3.28 0.36  C6 1.092
33 H 4.91 -1.15 -1.25  C7 1.094
34 H 6.41 -1.67 -1.96  C7 1.094
35 H 7.68 -1.32 -0.01  C8 1.096
36 H 6.71 0.11 -0.26  C8 1.097
37 H 6.00 -2.05 1.78  C9 1.094
38 H 7.05 -0.70 2.12  C9 1.094
39 H 5.25 0.90 1.82  C10 1.097
40 H 4.82 -0.34 2.97  C10 1.093
41 H 2.86 -0.50 1.82  C11 1.097
42 H 3.77 -1.42 0.65  C11 1.097
43 H 4.26 0.91 -0.49  C12 1.094
44 H 3.06 1.54 0.63  C12 1.097
45 H 2.54 -0.75 -1.34  C13 1.097
46 H 2.09 0.91 -1.66  C13 1.095
47 H 0.55 0.78 1.23  Si14 1.486
48 H 1.15 -2.26 0.97  C16 1.099
49 H 0.40 -2.15 -1.77  C17 1.094
50 H 0.63 -3.62 -0.84  C17 1.092
51 H -0.97 -2.91 -0.99  C17 1.091
52 H -0.79 -1.34 2.24  C18 1.094
53 H -1.82 -1.58 0.85  C18 1.096
54 H -0.61 -4.14 1.31  C19 1.093
55 H -1.03 -3.54 2.90  C19 1.091
56 H -2.27 -3.71 1.67  C19 1.091
57 C 5.76 4.32 1.98  C58 1.525, H63 1.091, H64 1.091, H65 1.093
58 C 4.45 4.78 1.34  C57 1.525, C59 1.528, H66 1.094, H67 1.094
59 C 4.35 4.42 -0.14  C58 1.528, C60 1.530, H68 1.093, H69 1.094
60 C 5.43 5.03 -1.04  C59 1.530, C61 1.528, H70 1.095, H71 1.093
61 C 5.52 6.55 -0.99  C60 1.528, C62 1.525, H72 1.093, H73 1.094
62 C 4.24 7.25 -1.43  C61 1.525, H74 1.092, H75 1.091, H76 1.091
63 H 6.63 4.80 1.52  C57 1.091
64 H 5.78 4.56 3.04  C57 1.091
65 H 5.88 3.24 1.87  C57 1.093
66 H 4.35 5.86 1.47  C58 1.094
67 H 3.61 4.33 1.87  C58 1.094
68 H 3.36 4.72 -0.51  C59 1.093
69 H 4.39 3.33 -0.24  C59 1.094
70 H 5.24 4.72 -2.07  C60 1.095
71 H 6.40 4.61 -0.77  C60 1.093
72 H 6.35 6.87 -1.63  C61 1.093
73 H 5.78 6.88 0.02  C61 1.094
74 H 3.96 6.96 -2.44  C62 1.092
75 H 4.36 8.34 -1.42  C62 1.091
76 H 3.40 7.01 -0.78  C62 1.091
77 C -5.55 -2.63 -4.14  C78 1.525, H83 1.091, H84 1.091, H85 1.093
78 C -5.29 -1.17 -3.78  C77 1.525, C79 1.528, H86 1.094, H87 1.093
79 C -3.85 -0.91 -3.31  C78 1.528, C80 1.529, H88 1.093, H89 1.095
80 C -3.43 -1.70 -2.06  C79 1.529, C81 1.528, H90 1.094, H91 1.094
81 C -4.32 -1.48 -0.84  C80 1.528, C82 1.525, H92 1.095, H93 1.094
82 C -4.35 -0.03 -0.36  C81 1.525, H94 1.093, H95 1.091, H96 1.092
83 H -5.42 -3.29 -3.29  C77 1.091
84 H -6.57 -2.76 -4.51  C77 1.091
85 H -4.87 -2.96 -4.93  C77 1.093
86 H -5.99 -0.85 -3.00  C78 1.094
87 H -5.49 -0.53 -4.64  C78 1.093
88 H -3.73 0.16 -3.12  C79 1.093
89 H -3.16 -1.16 -4.12  C79 1.095
90 H -2.41 -1.41 -1.81  C80 1.094
91 H -3.40 -2.77 -2.30  C80 1.094
92 H -3.96 -2.12 -0.03  C81 1.095
93 H -5.34 -1.82 -1.05  C81 1.094
94 H -3.34 0.32 -0.13  C82 1.093
95 H -4.96 0.07 0.53  C82 1.091
96 H -4.76 0.63 -1.12  C82 1.092
97 C -8.00 2.29 -0.57  C98 1.525, H103 1.091, H104 1.091, H105 1.093
98 C -7.31 3.04 0.56  C97 1.525, C99 1.527, H106 1.094, H107 1.093
99 C -7.30 2.27 1.88  C98 1.527, C100 1.530, H108 1.093, H109 1.095
100 C -8.68 1.95 2.46  C99 1.530, C101 1.528, H110 1.095, H111 1.093
101 C -9.57 3.16 2.70  C100 1.528, C102 1.525, H112 1.093, H113 1.094
102 C -8.98 4.16 3.69  C101 1.525, H114 1.092, H115 1.091, H116 1.091
103 H -9.05 2.10 -0.36  C97 1.091
104 H -7.95 2.85 -1.50  C97 1.091
105 H -7.51 1.32 -0.75  C97 1.093
106 H -7.79 4.01 0.70  C98 1.094
107 H -6.28 3.25 0.28  C98 1.093
108 H -6.72 2.83 2.62  C99 1.093
109 H -6.76 1.33 1.73  C99 1.095
110 H -8.54 1.41 3.40  C100 1.095
111 H -9.20 1.25 1.79  C100 1.093
112 H -10.54 2.82 3.07  C101 1.093
113 H -9.78 3.67 1.75  C101 1.094
114 H -8.78 3.69 4.65  C102 1.092
115 H -9.66 5.00 3.86  C102 1.091
116 H -8.04 4.58 3.32  C102 1.091